Record 1
C29H60BNO28S | ωB97M-V/def2-TZVPD

Geometry as XYZ:
```
120
Properties=species:S:1:pos:R:3:forces:R:3:mulliken_charge:R:1
C -2.6688 1.9812 -3.4445 -0.4 0.2 0.2 -0.233
O -1.6648 2.8657 -3.9454 0.0 -0.4 0.2 -0.482
B -0.5365 2.3376 -4.4620 0.0 0.5 0.0 0.396
O 0.4297 3.2181 -4.9269 0.1 -0.7 0.3 -0.627
N -0.3367 0.8715 -4.5972 0.5 -0.4 -0.4 0.331
C 0.7221 0.3144 -3.8586 0.2 -0.4 -0.4 0.243
O 1.8182 0.0497 -4.3075 -0.6 0.1 0.4 -0.626
O 0.3276 0.0255 -2.6031 0.2 0.9 0.0 -0.124
C 1.3498 0.0691 -1.5877 0.0 -0.5 0.5 -0.471
C 1.0614 1.1712 -0.5960 0.2 0.1 -0.5 -0.625
C 1.1023 2.5590 -1.2339 -0.4 -0.2 0.6 -0.389
S 1.5915 3.8605 -0.0691 0.4 0.4 -0.1 -0.202
H -3.5050 2.5919 -3.1233 -0.1 0.2 0.0 0.261
H -3.0178 1.2951 -4.2065 0.0 -0.1 -0.2 0.026
H -2.3156 1.4159 -2.5888 0.2 -0.1 0.1 0.158
H 0.7541 3.7436 -4.1936 0.0 0.6 -0.1 0.313
H -0.0641 0.7009 -5.5625 0.0 0.0 -0.2 0.192
H 1.3160 -0.8818 -1.0631 0.0 -0.2 0.0 0.334
H 2.3414 0.1710 -2.0136 0.0 0.1 -0.3 0.258
H 1.8412 1.1154 0.1574 0.0 -0.1 0.3 0.421
H 0.0929 0.9860 -0.1419 -0.1 0.1 0.3 0.346
H 1.8366 2.5920 -2.0350 0.2 0.1 -0.1 0.239
H 0.1278 2.8163 -1.6382 -0.1 0.1 -0.2 0.140
H 0.5379 3.8658 0.7536 -0.2 -0.2 -0.1 0.095
C -0.9982 1.6490 5.6625 -0.2 -0.1 0.1 -0.645
O 0.1127 2.5054 5.9425 -0.1 0.0 0.1 -0.304
C 1.0292 2.5436 4.9772 0.0 0.1 0.1 0.754
O 0.9859 1.9415 3.9398 0.0 -0.1 -0.2 -0.548
O 1.9992 3.3701 5.3628 0.1 0.1 0.0 -0.150
C 3.0591 3.5138 4.4099 0.2 0.1 -0.1 -0.653
H -1.6555 1.7161 6.5237 0.0 0.1 0.0 0.227
H -1.5256 1.9833 4.7713 0.0 0.0 -0.1 0.275
H -0.6667 0.6212 5.5330 0.0 0.0 -0.1 0.299
H 2.6816 3.9240 3.4754 0.0 -0.1 0.0 0.286
H 3.5437 2.5575 4.2272 -0.1 0.0 -0.1 0.307
H 3.7784 4.2017 4.8434 -0.1 0.0 0.1 0.171
C 0.3234 -6.5134 0.4605 0.0 -0.2 0.2 -0.643
O -0.3105 -5.3954 -0.1689 -0.1 0.0 0.1 -0.337
C 0.3291 -4.9355 -1.2400 -0.1 0.0 0.1 0.765
O 1.3473 -5.3748 -1.7000 0.2 -0.1 -0.1 -0.554
O -0.3658 -3.9053 -1.7233 0.1 0.2 0.0 -0.305
C 0.1955 -3.3263 -2.9064 0.0 0.1 -0.2 -0.759
H -0.2978 -6.7858 1.3083 -0.1 0.1 0.0 0.245
H 0.3874 -7.3549 -0.2264 0.1 0.0 -0.1 0.271
H 1.3175 -6.2439 0.8103 0.0 0.0 -0.1 0.303
H 0.2393 -4.0659 -3.7042 0.1 0.0 0.0 0.459
H 1.1884 -2.9261 -2.7137 0.0 -0.1 0.0 0.447
H -0.4657 -2.5156 -3.1995 -0.1 0.0 0.1 0.084
C -3.1801 -9.2945 4.7991 -0.1 0.1 0.2 -0.628
O -3.2065 -10.2419 3.7289 -0.1 0.0 0.1 -0.326
C -2.2298 -10.0903 2.8403 -0.1 -0.1 0.0 0.825
O -1.3684 -9.2525 2.8757 0.2 0.2 0.0 -0.538
O -2.3693 -11.0256 1.9054 0.0 -0.1 -0.1 -0.320
C -1.3795 -10.9800 0.8757 0.1 -0.1 -0.1 -0.583
H -4.0237 -9.5372 5.4372 0.0 -0.1 0.0 0.217
H -2.2552 -9.3810 5.3653 0.0 0.0 0.0 0.292
H -3.2888 -8.2816 4.4174 0.1 0.0 0.0 0.297
H -0.3853 -11.1294 1.2914 0.0 0.1 0.0 0.291
H -1.4218 -10.0309 0.3449 0.0 0.0 0.0 0.249
H -1.6160 -11.7902 0.1935 -0.1 0.0 0.0 0.225
C -2.9702 -5.2282 -2.9789 0.2 -0.1 -0.1 -0.473
O -4.0201 -4.7257 -3.8148 0.0 -0.1 -0.1 -0.346
C -4.8488 -3.8915 -3.1926 -0.1 -0.1 -0.1 0.791
O -4.8121 -3.5930 -2.0305 0.0 0.1 0.2 -0.562
O -5.7291 -3.4389 -4.0864 -0.1 0.0 -0.1 -0.317
C -6.6930 -2.5285 -3.5514 -0.1 0.1 -0.1 -0.651
H -2.3965 -5.9271 -3.5822 -0.1 0.0 -0.1 0.334
H -2.3260 -4.4138 -2.6697 -0.1 0.0 0.2 0.091
H -3.3725 -5.7454 -2.1106 0.0 0.1 0.0 0.334
H -6.2040 -1.6433 -3.1498 0.0 0.0 0.1 0.284
H -7.2869 -3.0097 -2.7774 0.1 0.0 0.1 0.322
H -7.3331 -2.2460 -4.3814 0.0 0.0 -0.1 0.225
C 3.0413 5.4611 7.6904 -0.2 -0.1 0.0 -0.553
O 4.2393 5.4869 8.4718 0.0 -0.1 0.0 -0.298
C 4.8360 6.6744 8.5172 0.0 -0.1 0.1 0.772
O 4.4580 7.6756 7.9712 -0.1 0.2 -0.1 -0.539
O 5.9275 6.5624 9.2712 0.1 0.0 0.1 -0.320
C 6.6720 7.7744 9.4065 0.1 0.1 0.1 -0.631
H 2.6620 4.4460 7.7332 0.1 0.0 0.0 0.232
H 2.3003 6.1436 8.1014 0.0 0.1 0.0 0.328
H 3.2529 5.7238 6.6565 0.0 0.1 0.0 0.189
H 6.0678 8.5455 9.8798 0.0 0.0 -0.1 0.296
H 7.0215 8.1210 8.4363 -0.1 0.0 0.0 0.293
H 7.5225 7.5373 10.0381 0.0 -0.1 0.0 0.217
C -3.0200 -1.7698 -5.5853 0.2 -0.2 0.2 -0.131
O -3.6007 -0.5644 -6.0897 -0.1 0.0 0.1 -0.307
C -2.8916 0.0253 -7.0466 -0.1 0.1 0.1 0.870
O -1.8400 -0.3568 -7.4848 0.2 -0.1 -0.1 -0.585
O -3.5414 1.1236 -7.4276 0.0 0.0 0.0 -0.354
C -2.8839 1.8656 -8.4573 0.0 0.2 -0.1 -0.608
H -3.6825 -2.1396 -4.8125 -0.2 0.1 0.0 -0.181
H -2.9378 -2.5197 -6.3687 0.0 0.0 -0.1 0.472
H -2.0408 -1.5695 -5.1525 0.0 0.1 -0.1 0.059
H -2.7767 1.2626 -9.3564 0.1 0.0 0.0 0.295
H -1.9068 2.2068 -8.1216 0.0 0.0 0.0 0.251
H -3.5183 2.7217 -8.6646 -0.1 0.0 0.1 0.236
C -1.5208 5.6029 3.6317 0.1 -0.1 0.1 -0.451
O -1.5503 5.7656 2.2116 0.1 -0.1 0.0 -0.177
C -2.5662 6.5017 1.7642 0.1 -0.1 -0.1 0.680
O -3.4164 7.0120 2.4411 -0.1 0.1 0.1 -0.550
O -2.4735 6.5692 0.4394 0.0 0.0 -0.1 -0.260
C -3.5057 7.3375 -0.1831 -0.1 0.1 -0.2 -0.664
H -0.6504 4.9893 3.8476 0.0 0.0 -0.1 -0.047
H -1.4198 6.5659 4.1272 -0.1 0.0 0.0 0.325
H -2.4198 5.0980 3.9795 -0.1 0.1 0.0 0.321
H -3.4791 8.3681 0.1641 0.0 0.0 0.1 0.303
H -4.4825 6.9030 0.0189 0.0 0.0 0.1 0.304
H -3.3038 7.3056 -1.2491 0.1 -0.1 0.0 0.209
C 7.0848 -0.8183 0.4778 0.1 -0.1 0.1 -0.621
O 7.1565 -0.7026 -0.9443 0.1 0.0 0.1 -0.347
C 6.0759 -0.1646 -1.5039 0.1 -0.1 -0.1 0.806
O 5.0946 0.2121 -0.9170 -0.2 0.1 0.1 -0.531
O 6.2639 -0.1183 -2.8173 0.0 0.0 0.0 -0.342
C 5.1619 0.4473 -3.5333 -0.2 0.0 -0.2 -0.428
H 8.0221 -1.2671 0.7916 0.0 0.0 -0.1 0.211
H 6.9756 0.1616 0.9379 -0.1 0.0 0.0 0.289
H 6.2559 -1.4598 0.7695 -0.1 0.0 0.0 0.289
H 4.9927 1.4766 -3.2221 0.0 0.0 0.1 0.265
H 4.2611 -0.1423 -3.3799 0.0 0.0 0.0 0.128
H 5.4263 0.4254 -4.5854 0.1 -0.1 0.0 0.277
```
Positions in Å, forces in eV/Å.

Calculated values
SMILES   COB(O)NC(=O)OCCCS.COC(=O)OC.COC(=O)OC.COC(=O)OC.COC(=O)OC.COC(=O)OC.COC(=O)OC.COC(=O)OC.COC(=O)OC
Strongest force on any atom   0.0170 Eh/bohr
Net charge   0
Molar mass   913.66 g mol⁻¹
HOMO-LUMO gap   9.441 eV
2S+1   1
HOMO level   -9.026 eV

Record 2
O5S3 | ωB97M-V/def2-TZVPD

Geometry as XYZ:
```
8
Properties=species:S:1:pos:R:3:forces:R:3:mulliken_charge:R:1
O 1.9198 -0.2049 -1.2322 -0.7 -0.1 0.3 -0.625
O -0.9904 0.3910 -1.5713 -0.2 0.5 0.2 -0.548
O 1.7860 0.4623 1.1185 -0.3 -0.1 -0.2 -0.645
O 1.3578 -1.8617 0.4883 -0.5 0.5 -0.3 -0.631
O -1.5820 -1.1271 0.2552 -0.2 0.4 0.4 -0.569
S -2.8467 2.6519 0.9913 0.5 -0.6 -0.2 -0.506
S 1.2924 -0.4507 0.0753 1.8 0.0 0.5 0.926
S -0.9370 0.1392 -0.1252 -0.4 -0.7 -0.8 0.598
```
Positions in Å, forces in eV/Å.

Calculated values
Strongest force on any atom   0.0362 Eh/bohr
Net charge   -2
Molar mass   176.20 g mol⁻¹
HOMO-LUMO gap (spin up / spin down)   4.489 / 4.481 eV
2S+1   1
HOMO level (spin up / spin down)   -0.206 / -0.202 eV